Entry from OMol25: C23H30N4O7 in the gas phase at a distorted geometry (the ωB97M-V functional and the def2-TZVPD basis).

Geometry (Å):
C1 -4.4513 1.3908 -1.0284
O1 -3.5378 1.2718 -2.0955
C2 -2.3993 0.5313 -1.9861
C3 -1.6585 0.4586 -3.1623
C4 -0.4699 -0.2386 -3.2442
C5 0.0139 -0.8788 -2.1154
N1 1.2688 -1.5436 -2.1412
C6 2.4117 -0.7481 -2.5771
C7 2.2806 0.7020 -2.1149
O2 2.1653 1.6205 -2.9015
N2 2.3130 0.8626 -0.7818
C8 2.0481 2.1564 -0.2011
C9 0.5454 2.4643 -0.1622
C10 0.2259 3.9569 -0.0652
C11 -1.1526 3.9269 0.5845
C12 -0.9974 2.7586 1.5573
O3 -0.0657 1.8584 0.9767
C13 1.4907 -2.8270 -1.7862
O4 2.6265 -3.2684 -1.6656
C14 0.2912 -3.7342 -1.5588
C15 0.4802 -4.5665 -0.2792
C16 0.4290 -3.6505 0.9246
O5 -0.5375 -3.5338 1.6433
N3 1.5733 -2.9119 1.0785
C17 1.6737 -1.7935 1.8744
C18 0.9357 -1.4514 3.0360
C19 1.4373 -0.2303 3.3851
C20 1.1023 0.7026 4.4853
O6 2.3944 0.1258 2.5161
N4 2.5325 -0.8434 1.5730
C21 -0.7020 -0.8013 -0.9241
C22 -1.9124 -0.1265 -0.8376
O7 -2.6471 -0.0709 0.3107
C23 -2.1338 -0.6756 1.4780
H1 -4.0097 1.8999 -0.1689
H2 -5.2694 1.9926 -1.4247
H3 -4.8347 0.4188 -0.7124
H4 -2.0496 0.9766 -4.0229
H5 0.0755 -0.2694 -4.1723
H6 2.4821 -0.7531 -3.6698
H7 3.3119 -1.2100 -2.1625
H8 2.4097 0.0744 -0.1484
H9 2.4595 2.1799 0.8081
H10 2.5337 2.9098 -0.8274
H11 0.0851 2.0446 -1.0695
H12 0.2368 4.4355 -1.0403
H13 0.9472 4.4501 0.5890
H14 -1.4161 4.8526 1.0909
H15 -1.9124 3.6985 -0.1637
H16 -1.9356 2.2272 1.7389
H17 -0.6011 3.1094 2.5216
H18 -0.6438 -3.1788 -1.5293
H19 0.2586 -4.4173 -2.4119
H20 -0.3207 -5.3004 -0.1933
H21 1.4437 -5.0760 -0.3272
H22 2.3190 -3.0297 0.4004
H23 0.1672 -2.0269 3.5026
H24 0.4663 0.2059 5.2112
H25 2.0112 1.0539 4.9693
H26 0.5769 1.5670 4.0814
H27 -0.2958 -1.2663 -0.0428
H28 -2.8830 -0.4922 2.2472
H29 -1.1866 -0.2151 1.7718
H30 -2.0002 -1.7543 1.3596

Calculated values
HOMO level: -8.0566 eV
SMILES string: COc1ccc(N(CC(=O)NC[C@@H]2CCCO2)C(=O)CCC(=O)Nc2cc(C)on2)cc1OC
Calculated total energy: -1640.147387 hartree
F_max: 1.22 eV Å⁻¹

=====

Entry from OMol25: a molecular structure, C23H30N5SiTc at a distorted geometry (the ωB97M-V functional and the def2-TZVPD basis).

Geometry (Å):
Tc1 -0.8735 0.2591 0.3274
C1 0.5075 1.8488 5.3586
C2 0.4486 2.4127 4.0853
C3 -0.1972 1.7540 3.0587
C4 -0.7809 0.4942 3.2939
C5 -0.7423 -0.0572 4.5718
C6 -0.1005 0.6236 5.5955
N1 -1.3490 -0.1537 2.2148
N2 -1.8057 -1.3770 2.3854
C7 -2.3893 -1.9060 1.2722
C8 -3.0637 -3.1268 1.3512
C9 -3.7817 -3.5642 0.2595
C10 -3.8216 -2.8006 -0.9145
C11 -3.0798 -1.6379 -1.0236
C12 -2.3187 -1.1667 0.0406
H1 1.0193 2.3804 6.1719
H2 0.9137 3.3883 3.8884
H3 -0.2817 2.2174 2.0520
H4 -1.2223 -1.0367 4.7195
H5 -0.0759 0.1922 6.6114
H6 -3.0157 -3.6928 2.2887
H7 -4.3293 -4.5207 0.3013
H8 -4.4297 -3.1502 -1.7545
H9 -3.0879 -1.0513 -1.9500
N3 -3.5514 6.1509 -0.9311
C13 -3.1609 5.0322 -0.9412
N4 -2.7418 3.8442 -1.0575
C14 -2.2673 2.8423 -0.5503
N5 -1.7459 1.7934 -0.2627
C15 2.1379 1.7231 -0.2094
Si1 1.1827 0.2995 -1.0860
C16 1.9176 -1.4077 -0.4331
C17 3.3908 -1.5439 -0.8003
C18 1.1402 -2.5970 -1.0095
C19 1.7791 -1.4300 1.0980
C20 1.0558 0.6862 -2.9941
C21 0.4434 2.0855 -3.1472
C22 0.1881 -0.3260 -3.7347
C23 2.4549 0.6882 -3.6035
H10 3.1572 1.8705 -0.6394
H11 2.2520 1.5300 0.8810
H12 1.5851 2.6859 -0.3187
H13 3.5323 -1.6260 -1.9055
H14 3.8055 -2.4765 -0.3410
H15 3.9973 -0.6873 -0.4308
H16 1.2440 -2.6563 -2.1142
H17 0.0639 -2.5549 -0.7685
H18 1.5514 -3.5514 -0.5978
H19 2.3234 -0.5881 1.5730
H20 2.1926 -2.3762 1.5010
H21 0.7176 -1.3664 1.4107
H22 -0.5815 2.1266 -2.7340
H23 0.3764 2.3541 -4.2223
H24 1.0573 2.8596 -2.6431
H25 -0.8353 -0.3934 -3.3093
H26 0.6341 -1.3436 -3.7140
H27 0.0984 -0.0355 -4.8095
H28 3.1442 1.4052 -3.1008
H29 2.3901 0.9841 -4.6790
H30 2.9281 -0.3302 -3.5805

Calculated values
HOMO level (alpha / beta): -11.2199 / -12.0480 eV
Net charge: +1
Energy relative to the best compared isomer or geometry (same formula, charge and spin): 0.0 kcal/mol
Calculated total energy: -1538.101746 hartree
Spin multiplicity: 4
F_max: 5.98 eV Å⁻¹

=====

Entry from OMol25: a molecular structure, C23H30NPPt at a distorted geometry (the ωB97M-V functional and the def2-TZVPD basis).

Geometry (Å):
C1 -2.8430 0.1667 -3.6517
C2 -2.4337 -0.9840 -2.9874
C3 -1.5716 -0.9528 -1.8621
C4 -1.1972 0.3226 -1.3705
C5 -1.3836 1.4372 -2.2060
C6 -2.2503 1.3757 -3.2985
C7 -1.2593 -2.3063 -1.2718
C8 0.1722 -2.8244 -0.9312
N1 1.2454 -2.9024 -1.8735
Pt1 -0.5665 0.8714 0.5964
C9 -0.7202 2.7477 -1.8723
P1 0.5439 2.3990 -0.5910
H1 -2.8318 -1.9528 -3.3057
H2 -2.4930 2.3000 -3.8196
H3 -3.5975 0.1275 -4.4431
H4 -1.4503 3.4284 -1.3991
H5 -0.2582 3.2644 -2.7272
H6 -1.8267 -2.3914 -0.3292
H7 -1.7129 -3.0541 -1.9410
H8 0.5404 -2.3244 -0.0139
C10 1.1986 3.9522 -0.0159
C11 1.8734 1.5136 -1.4644
H9 -0.0186 -3.8720 -0.6125
C12 1.1923 -2.6501 -3.2766
C13 2.5715 -3.1592 -1.3735
H10 -0.2531 1.3082 2.2394
H11 1.4801 -3.5580 -3.8348
H12 0.2177 -2.3049 -3.6108
H13 1.9340 -1.8854 -3.5585
H14 3.0173 -4.0097 -1.9241
H15 3.2534 -2.2956 -1.5214
H16 2.5598 -3.3960 -0.3003
H17 2.4810 2.2076 -2.0511
H18 2.4922 1.0453 -0.6928
H19 1.5100 0.7202 -2.1289
H20 1.3544 4.6201 -0.8712
H21 0.5058 4.4162 0.6895
H22 2.1506 3.7402 0.4818
H23 0.3834 1.6733 1.8135
C14 0.6327 -3.1541 4.2875
C15 1.3534 -2.2859 3.4397
C16 0.6771 -1.4786 2.5228
C17 -0.7342 -1.5223 2.4290
C18 -1.5078 -0.6521 1.6029
C19 -2.8784 -0.8008 1.4658
C20 -3.5396 -1.8485 2.1606
C21 -2.8445 -2.6701 3.0257
C22 -1.4558 -2.4928 3.2236
C23 -0.7461 -3.2471 4.1792
H24 1.1786 -3.7567 5.0160
H25 2.4453 -2.2225 3.4968
H26 1.2234 -0.7746 1.8717
H27 -3.4408 -0.1077 0.8435
H28 -4.6124 -1.9824 2.0275
H29 -3.3495 -3.4683 3.5766
H30 -1.3049 -3.9070 4.8378

Calculated values
HOMO level (alpha / beta): -10.2120 / -14.2726 eV
Net charge: +2
Energy relative to the best compared isomer or geometry (same formula, charge and spin): 9.7 kcal/mol
Calculated total energy: -1409.032141 hartree
Spin multiplicity: 5
F_max: 3.95 eV Å⁻¹